Here is a molecular structure, C27H54Cl2InN3O4Si2 in a non-equilibrium geometry from the Open Molecules 2025 dataset. Energies are from ωB97M-V with the def2-TZVPD basis set.

Last column: Mulliken charge in e.
CARTESIAN COORDINATES (ANGSTROEM)
1 H -0.5568 -2.1736 -6.1171  0.274
2 C 4.3785 3.2617 -3.4669  -1.534
3 H -5.6402 -3.9578 0.0827  0.321
4 H -1.5496 -5.0930 -3.5915  0.450
5 C 3.2289 1.3681 -2.2600  0.352
6 H -0.1513 2.8112 5.5362  0.379
7 H 1.3473 4.6840 1.2035  0.359
8 H -3.5704 -2.4149 -3.7483  0.411
9 C 3.3914 0.4100 -3.3998  -1.340
10 H -4.7774 -4.5052 1.5490  0.323
11 Cl 0.2002 -1.4001 -2.6636  0.186
12 H -0.7792 4.4939 -1.4677  0.308
13 H 4.3274 -0.1674 -3.2984  0.322
14 H -2.1879 2.9192 4.6234  0.333
15 H -4.7034 -0.7243 1.6031  0.221
16 H 2.5501 -0.2957 -3.4153  0.004
17 O -2.4550 -1.1236 0.5841  -0.801
18 N -0.5218 2.3517 3.5408  0.494
19 C -4.6621 -3.9718 0.5890  -0.908
20 C -1.1664 1.9972 -1.2546  -0.342
21 H -2.5258 2.4161 2.9273  0.234
22 H 4.3622 2.1872 3.0899  0.404
23 C 0.1386 -4.0902 2.8047  -0.979
24 H 1.9346 -1.7855 1.2046  0.612
25 N -0.7936 2.6142 -2.3805  0.432
26 H 3.0248 4.3182 3.0258  0.549
27 H -1.0017 -0.6985 4.4475  0.269
28 H 1.0687 2.9409 -0.5661  0.018
29 H 0.8895 3.7040 4.3870  0.279
30 N -4.1833 -2.6126 0.8079  0.266
31 C 1.9441 3.7702 1.2465  -0.918
32 C -1.2385 -4.3375 -2.8594  -0.747
33 C -0.4059 4.0187 -2.3836  -0.908
34 H -3.9357 -4.5071 -0.0355  0.234
35 H 0.6896 4.1362 -2.4281  0.247
36 H -1.7972 4.0203 3.2817  0.264
37 H 1.9647 -1.2405 4.9039  0.282
38 C 1.8050 2.8245 0.2339  0.559
39 H -2.5328 -2.9555 -0.3591  -0.439
40 C -1.8454 2.9631 3.5842  -0.950
41 C 2.6354 1.7086 0.1933  0.673
42 O 1.2638 0.4812 -1.2789  -0.334
43 H -1.0639 -3.8648 -5.8768  0.319
44 H -0.0902 -4.6052 3.7526  0.306
45 C 3.6376 2.3686 2.2842  -0.832
46 C 3.6464 2.6505 -2.3184  0.133
47 C 1.7182 -2.2579 4.5663  -1.145
48 H -1.1964 2.6320 -0.3510  0.585
49 H -0.7066 -4.2349 2.1159  0.158
50 H -1.5340 1.1840 -3.7309  0.174
51 C 2.8740 3.5486 2.2655  -0.660
52 C -1.1708 -1.5605 3.7866  -0.680
53 H 3.1207 -0.1481 -0.7807  0.261
54 H -1.9776 -4.3123 -2.0479  -0.060
55 O -1.4810 0.7780 -1.2085  -0.529
56 C 3.5232 1.4443 1.2430  -0.624
57 H -0.8394 4.5133 -3.2599  0.374
58 Si -1.1341 -2.7035 -3.7396  0.356
59 H -0.6752 2.5906 -4.4482  0.391
60 H 3.4263 0.9396 -4.3599  0.425
61 H -2.8064 -1.0861 -2.8211  0.079
62 C -3.0134 -2.2318 0.3167  1.124
63 C 0.4114 2.7336 4.5977  -1.017
64 C -5.0374 -1.7623 1.6286  -0.955
65 H 1.5412 -0.2967 2.0654  -0.303
66 C -0.1259 1.6153 2.4962  0.300
67 In -0.3002 -0.7409 -0.0276  1.471
68 H 2.6554 -2.7492 4.2657  0.304
69 H 0.9676 1.4493 2.4749  0.040
70 H -1.8233 -1.2460 2.9580  -0.025
71 Si 0.4574 -2.2663 3.1584  0.240
72 H 1.3314 -2.8072 5.4388  0.303
73 H -0.2750 -4.6310 -2.4319  0.294
74 H 0.5808 -3.3603 -5.4301  0.304
75 H 0.2511 1.2848 -3.6441  0.080
76 C -2.7213 -1.7187 -3.7187  -0.858
77 H -6.0675 -1.8354 1.2465  0.366
78 C 2.5675 0.7815 -1.0109  -0.184
79 H 4.0317 2.8986 -4.4438  0.339
80 O -0.8872 1.1389 1.6251  -0.852
81 H 3.4904 3.3231 -1.4797  0.407
82 H -5.0536 -2.1284 2.6696  0.317
83 C -0.4702 -3.0419 -5.4488  -1.057
84 H 1.0255 -4.5630 2.3621  0.282
85 H 4.2390 4.3499 -3.4528  0.373
86 C -0.6817 1.8676 -3.6277  -0.704
87 C 1.1113 -1.2421 1.7035  -0.686
88 H 1.1979 1.9744 4.7021  0.279
89 H -1.6982 -2.3340 4.3683  0.432
90 H 4.1118 0.5215 1.2062  0.434
91 H 5.4644 3.0865 -3.4050  0.294
92 H -2.7638 -1.0698 -4.6066  0.318
93 Cl 0.0481 -3.2220 -0.1029  -0.553

The calculation puts the energy above the lowest of the compared OMol25 structures with the same formula, charge and spin at 169.3 kJ/mol. The spin multiplicity is 1. The HOMO-LUMO gap is 7.3 eV.